# 1
The following is a DFT calculation (ωB97M-V with the def2-TZVPD basis set) of C19H29N3O2 as an isolated structure.

ORCA input file:
```
! wB97M-V def2-TZVPD RIJCOSX def2/J DEFGRID3
* xyz 0 1
C 2.408 3.799 0.937
C 2.123 3.233 -0.517
C 3.303 2.720 -1.305
H 3.941 3.369 -1.518
C 3.869 1.309 -0.685
N 2.861 0.386 -0.031
C 2.360 -0.606 -0.733
O 2.830 -0.642 -2.155
C 1.295 -1.347 -0.356
N 0.244 -0.601 0.134
C 0.072 0.498 1.204
O 0.948 0.659 1.847
N -1.051 0.761 1.244
C -2.269 0.867 0.723
C -2.807 -0.495 0.245
C -4.079 -0.630 -0.158
C -4.718 0.359 -0.575
C -4.294 1.720 -0.199
C -2.941 2.013 0.303
H -2.703 2.933 0.748
H -4.876 2.653 -0.613
C -6.176 0.492 -1.196
H -5.953 0.844 -2.328
H -6.882 1.069 -0.709
H -6.405 -0.463 -1.601
H -4.300 -1.560 -0.530
H -2.251 -1.550 0.674
H -0.973 1.890 1.958
H -0.647 -0.588 -0.393
C 0.902 -2.404 -1.253
C -0.086 -3.296 -0.819
C 0.501 -4.175 0.277
C 0.981 -3.120 1.506
C 1.917 -2.266 0.910
H 2.809 -2.714 0.593
H 2.261 -1.237 1.757
H 1.438 -3.684 2.149
H 0.068 -2.620 2.135
H 1.394 -4.653 0.072
H -0.290 -4.747 0.906
H -0.940 -3.003 -0.276
H -0.500 -4.037 -1.322
H 1.652 -2.904 -1.701
H 0.356 -1.954 -2.120
H 2.359 0.671 0.747
H 4.533 1.800 0.328
H 4.639 0.901 -1.168
H 2.908 2.094 -2.191
H 1.215 2.582 -0.490
H 1.420 4.113 -1.074
H 1.562 4.426 1.222
H 2.612 3.040 1.497
H 3.412 4.512 0.668
*
```



# 2
The following is a DFT calculation (ωB97M-V with the def2-TZVPD basis set) of C19H29N3O4 in the gas phase.

ORCA input file:
```
! wB97M-V def2-TZVPD RIJCOSX def2/J DEFGRID3
* xyz 0 1
C -4.648 -3.334 -0.179
O -3.725 -2.636 0.619
C -3.632 -1.282 0.463
C -4.405 -0.521 -0.398
C -4.192 0.846 -0.467
C -3.235 1.480 0.301
C -2.957 2.948 0.140
C -1.945 3.158 -1.001
N -0.769 2.347 -0.802
C -0.627 1.154 -1.426
O -1.287 0.823 -2.391
C 0.498 0.302 -0.859
C 0.265 -1.180 -1.149
C 1.456 -1.995 -0.655
C 2.761 -1.473 -1.266
N 2.947 -0.057 -0.987
C 3.422 0.330 0.265
O 2.827 1.113 0.985
N 4.628 -0.208 0.618
C 5.616 -0.652 -0.335
C 5.137 0.068 1.941
C 1.834 0.734 -1.483
C -2.458 0.703 1.176
O -1.515 1.372 1.907
C -0.761 0.656 2.854
C -2.667 -0.662 1.257
H -5.676 -3.019 0.026
H -4.534 -4.384 0.088
H -4.434 -3.206 -1.245
H -5.159 -0.969 -1.024
H -4.788 1.435 -1.147
H -2.543 3.344 1.068
H -3.875 3.485 -0.098
H -1.657 4.212 -1.063
H -2.382 2.842 -1.951
H -0.280 2.485 0.070
H 0.574 0.466 0.218
H 0.137 -1.310 -2.226
H -0.655 -1.510 -0.663
H 1.331 -3.047 -0.915
H 1.524 -1.919 0.434
H 3.600 -2.042 -0.870
H 2.734 -1.593 -2.354
H 5.858 -1.709 -0.188
H 6.535 -0.073 -0.201
H 5.255 -0.498 -1.348
H 5.553 -0.847 2.369
H 5.917 0.835 1.916
H 4.316 0.424 2.559
H 2.035 1.781 -1.252
H 1.793 0.607 -2.568
H -1.399 0.218 3.627
H -0.165 -0.134 2.386
H -0.088 1.384 3.305
H -2.091 -1.291 1.916
*
```

The SMILES is COc1ccc(CCNC(=O)[C@H]2CCCN(C(=O)N(C)C)C2)c(OC)c1.



# 3
The following is a DFT calculation (ωB97M-V with the def2-TZVPD basis set) of C19H29N3O7PtS as an isolated structure.

ORCA input file:
```
! wB97M-V def2-TZVPD RIJCOSX def2/J DEFGRID3
* xyz 0 1
Pt 1.502 0.185 -1.528
N 0.595 -1.326 -2.539
C 1.489 -2.454 -2.882
C 2.132 -3.033 -1.631
C 3.209 -2.173 -0.968
O 4.293 -2.651 -0.709
O 2.878 -0.953 -0.616
H -0.139 -1.650 -1.903
H 0.155 -0.933 -3.366
H 2.240 -2.087 -3.581
H 0.909 -3.231 -3.386
H 2.594 -3.986 -1.877
H 1.350 -3.220 -0.890
C -3.950 3.151 -0.550
C -2.560 2.870 -0.059
C -2.123 1.554 0.096
C -0.823 1.275 0.463
C 0.051 2.333 0.688
C -0.368 3.652 0.582
C -1.675 3.910 0.207
S 1.719 2.003 1.082
O 1.845 0.755 1.763
O 2.342 3.186 1.594
N 2.432 1.726 -0.489
C 2.622 2.996 -1.272
C 2.113 2.887 -2.702
C 0.605 2.618 -2.785
O -0.155 3.495 -3.138
O 0.207 1.416 -2.454
H -4.674 2.471 -0.100
H -3.988 3.011 -1.632
H -4.250 4.174 -0.334
H -2.803 0.736 -0.107
H -0.480 0.250 0.534
H 0.321 4.458 0.795
H -2.007 4.935 0.099
H 3.332 1.289 -0.263
H 3.682 3.244 -1.252
H 2.100 3.800 -0.757
H 2.656 2.101 -3.232
H 2.300 3.838 -3.198
O -1.188 -2.078 -0.186
C -1.298 -2.895 0.716
C -2.601 -3.192 1.402
C -2.633 -2.220 2.608
C -1.388 -2.201 3.516
C -0.129 -1.549 2.918
C 0.688 -2.443 1.965
N -0.196 -3.445 1.326
H -2.633 -4.225 1.754
H -3.445 -3.011 0.740
H -3.506 -2.465 3.215
H -2.788 -1.209 2.221
H -1.170 -3.212 3.884
H -1.664 -1.625 4.402
H 0.524 -1.214 3.725
H -0.430 -0.642 2.392
H 1.455 -2.999 2.501
H 1.184 -1.842 1.203
H -0.460 -4.154 1.994
*
```



In order of appearance, ΔE to the lowest compared entry with this formula, charge and spin = 433.9 36.0 0.0 kcal/mol.
In order of appearance, strongest force on any atom = 19.19 0.55 0.24 eV/Å.
In order of appearance, LUMO energy = -0.313 0.740 0.315 eV.